A cluster of 17 separate species, C33H83BClF6N2O22 in total in a non-equilibrium geometry. Source: the OMol25 dataset; level of theory: ωB97M-V/def2-TZVPD.

Values from the calculation:
Energy relative to the best compared isomer or geometry (same formula, charge and spin): 197.42 kJ/mol
Gap between HOMO and LUMO: 6.17 eV
Total charge: +1
LUMO energy: -4.65 eV
Max |F|: 0.0560 Eh/bohr

Last columns: bonded neighbours and bond lengths (Å).
Geometry (Å):
1 C 8.887 -2.865 0.064  H37 1.092, H48 1.092, H97 1.089, O110 1.425
2 H 4.329 -3.739 6.065  C115 1.093
3 H -3.341 5.908 1.675  O124 0.963
4 H 2.874 -2.346 4.944  O82 0.963
5 H -3.457 -2.187 -1.620  C84 1.127
6 C -1.351 -3.921 -3.362  N54 1.380, C81 1.488, C98 1.561
7 O 1.192 7.488 7.108  H136 0.963, C147 1.424
8 H 0.084 -0.330 -6.930  C69 1.091
9 C -3.414 3.318 -5.136  H11 1.095, H35 1.089, O36 1.422, H101 1.092
10 O -0.170 10.685 -3.548  C112 1.423, H113 0.963
11 H -3.689 2.292 -4.870  C9 1.095
12 H 3.630 5.198 -1.510  C108 1.088
13 C -0.905 3.919 6.388  H51 1.086, O53 1.425, H60 1.095, H73 1.092
14 H -2.035 -5.665 -4.562  C98 1.121
15 H 2.201 1.332 5.947  C94 1.094
16 H 4.986 -1.798 -3.155  C128 1.127
17 F -3.423 0.337 -0.769  C38 1.378
18 H -3.451 -3.980 -1.682  C84 1.110
19 C 4.136 0.698 9.621  H26 1.092, H96 1.093, O126 1.423, H146 1.088
20 H -1.909 4.151 2.047  C65 1.090
21 C -1.597 1.832 -1.214  F23 1.387, C38 1.581, C80 1.575, F140 1.374
22 H 3.479 -1.265 -2.202  C128 1.123
23 F -2.674 2.691 -1.058  C21 1.387
24 H -10.099 -6.428 3.307  C77 1.092
25 H -2.453 -7.289 -0.573  C61 1.114
26 H 4.441 0.833 10.662  C19 1.092
27 O 1.629 1.704 0.974  H45 0.980, C145 1.362
28 H -1.062 5.723 1.928  C65 1.094
29 O 2.138 5.425 -0.120  C108 1.424, H122 0.963
30 O 0.828 1.709 7.443  H46 0.967, C94 1.420
31 H 0.158 7.595 8.878  C147 1.089
32 H -2.738 2.846 -6.894  O36 0.965
33 C -6.301 -5.627 0.971  H59 1.093, O103 1.429, H111 1.091, H116 1.089
34 C -0.876 -1.817 -2.257  C40 1.437, N54 1.395, C92 1.577
35 H -3.041 3.831 -4.251  C9 1.089
36 O -2.388 3.304 -6.121  C9 1.422, H32 0.965
37 H 9.145 -3.794 0.579  C1 1.092
38 C -2.219 0.395 -1.437  F17 1.378, C21 1.581, F87 1.394, C92 1.570
39 H 5.833 -5.610 8.021  C104 1.089
40 C 0.253 -1.597 -3.119  C34 1.437, H62 1.116, C119 1.460
41 H -1.389 -1.787 -10.315  C70 1.093
42 H 4.143 -2.653 7.461  C115 1.088
43 H 4.054 -2.951 -0.394  C49 1.118
44 O -1.554 0.918 -7.127  C69 1.426, H131 0.964
45 H 2.502 1.425 0.628  O27 0.980
46 H 1.535 1.959 8.054  O30 0.967
47 H -0.076 -5.649 -5.043  N134 1.018
48 H 9.539 -2.058 0.407  C1 1.092
49 C 4.753 -2.897 -1.266  H43 1.118, H118 1.117, C128 1.604, H144 1.139
50 H -2.401 -3.157 -0.444  C84 1.120
51 H -0.523 3.789 7.395  C13 1.086
52 H -0.155 6.812 -3.854  C63 1.094
53 O -2.158 4.597 6.452  C13 1.425, H135 0.964
54 N -1.648 -2.968 -2.410  C6 1.380, C34 1.395, C84 1.487
55 H 0.380 12.304 -4.712  C112 1.093
56 H 2.247 0.975 9.976  O126 0.964
57 H -2.962 -2.567 -10.600  C70 1.089
58 H -3.572 -6.062 -1.393  C61 1.144
59 H -6.028 -4.610 1.264  C33 1.093
60 H -0.195 4.515 5.805  C13 1.095
61 C -2.488 -6.339 -1.154  H25 1.114, H58 1.144, C86 1.571, H138 1.126
62 H 0.907 -0.701 -2.999  C40 1.116
63 C 0.665 7.444 -4.205  H52 1.094, O125 1.425, H137 1.092, H143 1.088
64 H 7.437 -2.418 1.272  O110 0.964
65 C -1.772 5.128 2.509  H20 1.090, H28 1.094, O124 1.422, H141 1.089
66 H -0.534 8.538 7.537  C147 1.093
67 H -3.280 -5.086 -3.405  C98 1.117
68 H 0.622 0.524 5.783  C94 1.090
69 C -0.194 0.603 -7.423  H8 1.091, O44 1.426, H72 1.089, H127 1.093
70 C -2.286 -2.188 -9.836  H41 1.093, H57 1.089, H76 1.095, O85 1.421
71 F -0.681 3.379 0.329  C80 1.396
72 H -0.087 0.488 -8.500  C69 1.089
73 H -1.041 2.940 5.924  C13 1.092
74 O 1.779 -1.847 -6.144  C79 1.193
75 H -9.040 -7.236 2.129  C77 1.089
76 H -2.011 -3.005 -9.161  C70 1.095
77 C -9.917 -6.602 2.244  H24 1.092, H75 1.089, H88 1.092, O117 1.424
78 H 5.383 -5.889 9.719  C104 1.093
79 C 1.845 -2.419 -5.100  O74 1.193, C119 1.550, O139 1.385
80 C -0.727 2.005 0.088  C21 1.575, F71 1.396, F90 1.376, C145 1.566
81 C -0.202 -3.753 -4.292  C6 1.488, C119 1.461, N134 1.420
82 O 3.309 -1.970 5.716  H4 0.963, C115 1.426
83 H 1.791 -0.061 6.991  C94 1.092
84 C -2.806 -3.097 -1.486  H5 1.127, H18 1.110, H50 1.120, N54 1.487
85 O -2.948 -1.162 -9.110  C70 1.421, H93 0.966
86 C -1.732 -6.386 -2.530  C61 1.571, C98 1.598, Cl123 1.835, H132 1.124
87 F -2.559 0.318 -2.787  C38 1.394
88 H -10.781 -7.098 1.797  C77 1.092
89 H -0.689 6.755 7.557  C147 1.093
90 F -1.328 1.480 1.209  C80 1.376
91 H 0.215 10.749 -5.560  C112 1.089
92 C -1.274 -0.815 -1.106  C34 1.577, C38 1.570, O142 1.192
93 H -2.331 -0.841 -8.440  O85 0.966
94 C 1.397 0.825 6.488  H15 1.094, O30 1.420, H68 1.090, H83 1.092
95 H 1.624 5.987 -5.060  O125 0.963
96 H 4.029 -0.366 9.400  C19 1.093
97 H 9.017 -3.000 -1.008  C1 1.089
98 C -2.181 -5.231 -3.539  C6 1.561, H14 1.121, H67 1.117, C86 1.598
99 H 4.975 -7.102 8.471  C104 1.093
100 H 2.618 3.756 -1.244  C108 1.096
101 H -4.290 3.848 -5.517  C9 1.092
102 B 3.225 -3.181 -3.365  C128 1.612, O129 1.410, O139 1.440
103 O -5.684 -5.952 -0.276  C33 1.429, H109 0.964
104 C 5.078 -6.035 8.680  H39 1.089, H78 1.093, H99 1.093, O148 1.423
105 H 2.073 -3.982 -1.969  O129 0.971
106 H 1.976 5.155 -2.162  C108 1.092
107 H 3.188 -5.763 9.032  O148 0.963
108 C 2.615 4.848 -1.331  H12 1.088, O29 1.424, H100 1.096, H106 1.092
109 H -6.014 -5.321 -0.926  O103 0.964
110 O 7.526 -2.531 0.319  C1 1.425, H64 0.964
111 H -7.385 -5.709 0.880  C33 1.091
112 C 0.557 11.228 -4.644  O10 1.423, H55 1.093, H91 1.089, H114 1.093
113 H 0.148 11.122 -2.751  O10 0.963
114 H 1.625 11.036 -4.514  C112 1.093
115 C 3.649 -3.054 6.578  H2 1.093, H42 1.088, O82 1.426, H133 1.091
116 H -5.948 -6.326 1.728  C33 1.089
117 O -9.674 -5.363 1.585  C77 1.424, H121 0.963
118 H 5.002 -3.944 -1.567  C49 1.117
119 C 0.625 -2.557 -4.153  C40 1.460, C79 1.550, C81 1.461
120 O 1.214 1.028 -1.064  C145 1.212
121 H -10.461 -4.820 1.700  O117 0.963
122 H 1.240 5.103 0.017  O29 0.963
123 Cl 0.060 -6.289 -2.147  C86 1.835
124 O -3.022 5.804 2.577  H3 0.963, C65 1.422
125 O 1.836 6.653 -4.396  C63 1.425, H95 0.963
126 O 2.902 1.368 9.388  C19 1.423, H56 0.964
127 H 0.454 1.413 -7.080  C69 1.093
128 C 4.115 -2.133 -2.524  H16 1.127, H22 1.123, C49 1.604, B102 1.612
129 O 2.662 -4.279 -2.682  B102 1.410, H105 0.971
130 H -0.212 -4.436 -6.215  N134 1.022
131 H -1.621 1.015 -6.171  O44 0.964
132 H -1.945 -7.387 -2.996  C86 1.124
133 H 2.747 -3.586 6.882  C115 1.091
134 N 0.156 -4.690 -5.297  H47 1.018, C81 1.420, H130 1.022
135 H -2.473 4.697 5.547  O53 0.964
136 H 0.989 7.495 6.167  O7 0.963
137 H 0.388 7.926 -5.146  C63 1.092
138 H -2.107 -5.531 -0.468  C61 1.126
139 O 3.063 -2.997 -4.784  C79 1.385, B102 1.440
140 F -0.950 2.294 -2.335  C21 1.374
141 H -1.389 4.998 3.520  C65 1.089
142 O -0.848 -1.077 -0.024  C92 1.192
143 H 0.876 8.207 -3.459  C63 1.088
144 H 5.735 -2.397 -0.977  C49 1.139
145 C 0.765 1.555 -0.069  O27 1.362, C80 1.566, O120 1.212
146 H 4.894 1.126 8.967  C19 1.088
147 C -0.043 7.600 7.808  O7 1.424, H31 1.089, H66 1.093, H89 1.093
148 O 3.841 -5.373 8.440  C104 1.423, H107 0.963

Here are the Löwdin charges for atoms 1 to 4, given in e: number 1, C, carries -0.144; number 2, H, carries 0.075; number 3, H, carries 0.076; number 4, H, carries 0.070